No. 1
{"formula": "C13H20FN4", "method": "ωB97M-V/def2-TZVPD", "homo_ev": -1.84, "total_charge": -1, "total_energy_ha": -826.16253, "symbols": ["C", "H", "H", "C", "C", "N", "H", "C", "H", "N", "C", "H", "C", "H", "H", "H", "H", "H", "H", "N", "H", "C", "N", "F", "H", "C", "H", "C", "H", "H", "C", "H", "H", "H", "C", "C", "C", "H"], "positions_angstrom": [[5.43, -3.90, -0.02], [-2.90, 2.20, -2.24], [0.72, 0.55, -0.30], [0.77, -0.12, 0.54], [-0.14, -0.42, 1.52], [-5.46, 4.19, -1.90], [6.16, -3.12, -0.19], [-1.11, 2.64, -0.95], [-2.24, 0.81, -1.19], [4.09, -3.63, -0.02], [0.47, -1.36, 2.39], [2.74, -0.83, 0.23], [5.60, -5.24, 0.23], [2.32, -4.77, 0.28], [-5.31, 1.85, 0.39], [-5.42, 4.37, 0.15], [-0.88, 4.39, 0.36], [-4.93, 1.58, -1.39], [-0.79, 4.73, -1.46], [1.91, -0.85, 0.79], [-1.13, 0.00, 1.60], [-2.48, 1.92, -1.25], [-3.33, 2.23, -0.10], [-0.14, 2.43, -1.96], [-5.78, 5.16, -1.78], [1.73, -1.61, 1.91], [3.68, -2.73, -0.17], [4.30, -5.80, 0.38], [0.03, -1.81, 3.26], [6.54, -5.76, 0.29], [-1.30, 4.17, -0.64], [-2.37, 4.47, -0.63], [4.06, -6.83, 0.58], [-0.76, 2.19, 0.01], [-5.25, 3.69, -0.73], [3.40, -4.78, 0.23], [-4.73, 2.22, -0.50], [2.51, -2.25, 2.28]]}

No. 2
{"formula": "C13H20N2O3S", "method": "ωB97M-V/def2-TZVPD", "de_lowest_ev": 12.351, "homo_ev": -8.77, "total_energy_ha": -1240.39923, "symbols": ["C", "H", "H", "H", "C", "C", "H", "N", "C", "C", "N", "H", "C", "H", "H", "H", "H", "S", "H", "H", "H", "H", "H", "H", "H", "O", "C", "C", "H", "H", "H", "O", "H", "C", "C", "C", "O", "C", "C"], "positions_angstrom": [[-2.84, 0.58, 0.41], [-1.71, -2.93, 1.48], [-2.79, -0.83, 1.72], [-1.10, 0.78, 1.50], [0.74, 0.87, -0.94], [2.87, 1.49, 0.65], [3.57, 1.90, 1.36], [-1.83, 1.39, 0.84], [-1.51, 2.94, 0.68], [-0.52, 2.98, -0.53], [5.43, -0.19, -1.04], [5.02, -0.64, -1.95], [2.85, 0.37, 0.05], [-1.14, 2.56, -1.58], [5.76, 0.88, -0.99], [-0.27, 4.06, -0.72], [-3.09, -3.69, -1.40], [4.30, -0.52, 0.27], [-3.95, -3.37, 0.32], [-0.94, -3.61, -0.04], [-1.84, -1.69, -1.29], [-0.94, 2.98, 1.44], [-3.87, -1.23, 0.25], [1.71, 3.38, 0.97], [-2.96, -4.84, 0.35], [3.92, -1.82, -0.26], [-2.98, -3.80, -0.07], [-2.93, -0.85, 0.67], [-2.49, 3.36, 0.37], [1.83, -0.88, -1.17], [-0.08, 0.50, -1.80], [-3.47, 1.28, -0.70], [-0.73, -1.20, 0.20], [0.68, 2.04, -0.55], [-1.64, -3.07, 0.35], [1.98, 0.11, -0.93], [4.90, -0.22, 1.61], [1.66, 2.43, 0.53], [-1.61, -1.50, -0.08]]}

No. 3
{"formula": "C13H20N2O4S", "method": "ωB97M-V/def2-TZVPD", "de_lowest_ev": 0.247, "smiles": "CCCCCCCc1c(O)nc(SCC(=O)O)[nH]c1=O", "homo_ev": -8.56, "total_energy_ha": -1316.08287, "symbols": ["H", "H", "H", "H", "O", "H", "H", "C", "H", "C", "H", "H", "C", "C", "H", "C", "H", "H", "C", "H", "H", "C", "C", "O", "N", "C", "C", "S", "O", "O", "H", "C", "H", "H", "H", "C", "N", "H", "C", "H"], "positions_angstrom": [[-5.03, 0.89, 1.51], [5.87, -0.27, -1.66], [-2.66, -0.61, -2.16], [-0.32, -0.67, -1.76], [5.00, -2.28, -0.30], [-2.93, 1.14, 0.32], [-0.78, 0.86, 0.83], [-2.35, -0.34, -1.15], [-3.41, -0.98, 1.60], [2.17, -0.41, -0.10], [-4.89, -1.42, 2.45], [-0.77, 1.03, -1.65], [6.05, -0.14, -0.59], [-3.26, 0.78, -0.66], [4.97, -1.75, 1.98], [-5.19, 0.02, 0.87], [-4.91, -0.50, -1.20], [-3.18, 1.62, -1.35], [-0.88, 0.06, -1.17], [-2.47, -1.22, -0.52], [-5.37, 1.17, -0.91], [-4.47, -1.18, 1.47], [-0.26, 0.12, 0.23], [0.79, 2.81, 0.62], [2.93, 2.14, 0.26], [5.34, -1.23, 0.18], [1.54, 1.88, 0.37], [5.52, 1.53, -0.10], [5.36, -1.00, 1.50], [1.92, -1.71, -0.29], [7.12, -0.19, -0.39], [3.82, 1.18, 0.00], [2.76, -2.17, -0.46], [3.22, 3.11, 0.40], [-0.36, -0.86, 0.71], [1.18, 0.50, 0.17], [3.48, -0.05, -0.18], [-6.26, -0.18, 0.86], [-4.74, 0.36, -0.55], [-4.58, -2.05, 0.83]]}